Molecular formula: C19H24N2O5
Method: DFT, the ωB97M-V functional and the def2-TZVPD basis

## Properties
Energy above the lowest of the compared OMol25 structures with the same formula, charge and spin, kJ/mol: 28.4
Total charge: 0
Multiplicity: 1
HOMO level, eV: -8.52
Energy, a.u.: -1224.19108

XYZ file:
```
50
Properties=species:S:1:pos:R:3:forces:R:3
C -1.0927 -3.1705 -1.9798 0.249 -0.346 -0.169
O -1.6408 -2.3750 -0.9361 -0.293 0.225 0.061
C -1.1753 -2.5937 0.2916 0.003 0.034 0.205
O -0.3375 -3.4089 0.5725 0.018 -0.016 0.021
C -1.8552 -1.6856 1.3063 -0.107 -0.122 0.002
N -2.2618 -0.4215 0.7381 0.205 -0.194 0.246
C -3.5951 -0.1929 0.5742 -0.163 0.202 0.127
O -4.4357 -0.9740 0.9675 -0.182 0.008 -0.113
C -3.9530 1.0750 -0.2026 -0.695 -0.246 -0.381
C -5.3299 1.5770 0.2197 0.378 -0.141 0.003
C -3.9308 0.6921 -1.6908 0.112 0.135 0.262
O -3.0393 2.1417 0.0418 0.090 0.059 0.265
C -1.7238 1.8131 0.0275 0.452 -0.105 -0.132
C -0.7909 2.7922 -0.2858 -0.228 -0.228 0.067
C 0.5543 2.4850 -0.3086 0.147 -0.175 0.030
C 0.9908 1.1980 -0.0122 -0.259 0.199 -0.123
C 2.4591 0.9219 -0.1112 -0.297 -0.247 0.275
O 3.1682 1.5534 -0.8709 0.310 0.187 -0.112
N 2.9101 -0.0599 0.7037 -0.198 -0.288 0.231
C 4.2920 -0.5036 0.7788 0.103 0.086 -0.174
C 4.8012 -1.0691 -0.5616 0.078 -0.150 0.035
C 6.2586 -0.6261 -0.6379 -0.084 0.062 -0.083
C 6.2037 0.7814 -0.0537 0.132 0.002 0.091
C 5.2764 0.6296 1.1522 0.039 0.105 -0.054
C 0.0583 0.2186 0.3160 0.007 0.150 -0.042
C -1.2962 0.5174 0.3486 -0.113 0.466 -0.064
H -1.7793 -3.0906 -2.8186 0.038 0.023 0.046
H -0.1074 -2.7912 -2.2586 -0.065 -0.028 0.021
H -0.9971 -4.2076 -1.6541 -0.017 0.093 -0.082
H -1.1960 -1.5444 2.1672 -0.017 -0.053 -0.168
H -2.7765 -2.1806 1.6392 0.264 0.053 -0.032
H -5.2886 1.9378 1.2442 -0.033 0.013 0.090
H -6.0458 0.7632 0.1615 -0.046 -0.011 -0.016
H -5.6399 2.3915 -0.4281 0.005 0.084 -0.085
H -4.1706 1.5647 -2.2940 -0.030 0.075 -0.018
H -2.9449 0.3279 -1.9756 0.063 -0.055 -0.066
H -4.6631 -0.0880 -1.8785 -0.055 -0.088 -0.023
H -1.1457 3.7843 -0.5134 -0.058 0.123 -0.038
H 1.2875 3.2314 -0.5704 0.066 0.059 -0.042
H 2.2623 -0.4774 1.3494 -0.002 0.124 -0.055
H 4.3132 -1.2820 1.5460 -0.045 0.086 -0.078
H 4.2417 -0.6038 -1.3719 -0.017 -0.038 -0.017
H 4.6765 -2.1495 -0.6225 -0.065 -0.036 -0.026
H 6.8841 -1.2697 -0.0157 0.081 -0.046 -0.001
H 6.6440 -0.6454 -1.6557 0.078 -0.068 -0.026
H 7.1839 1.1671 0.2222 0.043 0.063 -0.027
H 5.7446 1.4541 -0.7772 0.033 0.040 -0.011
H 4.7416 1.5521 1.3694 -0.003 0.000 0.100
H 5.8447 0.3453 2.0386 0.014 0.010 0.040
H 0.3857 -0.7894 0.5168 0.067 -0.085 0.040
```
Positions in Å, forces in eV/Å.


Molecular formula: C18H36BeBr2NO8P2
Method: DFT, the ωB97M-V functional and the def2-TZVPD basis

## Properties
Energy above the lowest of the compared OMol25 structures with the same formula, charge and spin, kJ/mol: 1.4
Total charge: +1
Multiplicity: 1
HOMO level, eV: -12.32
Energy, a.u.: -7209.86349

XYZ file:
```
68
Properties=species:S:1:pos:R:3:forces:R:3
Be -0.9006 -0.0357 -0.3412 -0.066 -0.044 0.063
Br 2.9149 0.3789 1.4223 -0.005 -0.010 0.019
C 2.0368 -0.0684 3.0733 -0.006 -0.003 0.008
Br 0.4268 0.9627 3.3838 -0.001 0.024 0.011
H 2.7133 0.1489 3.8882 0.001 0.010 -0.001
H 1.7324 -1.1053 3.0179 0.006 0.012 -0.012
C -3.4859 0.4684 3.7606 -0.003 -0.002 -0.002
C -4.2287 -0.1547 2.6029 0.003 -0.008 0.010
C -5.6267 -0.6052 2.9472 0.001 0.002 -0.004
O -4.3853 0.8624 1.5361 0.007 -0.003 -0.008
P -3.3418 1.1661 0.4269 0.016 0.024 -0.016
O -2.4259 -0.0084 0.1995 0.015 0.026 0.046
C -2.3714 2.6220 0.8282 -0.001 -0.017 -0.010
P -0.9570 2.7488 -0.2885 0.003 -0.011 0.008
O -0.2511 1.4203 -0.2813 0.015 0.008 -0.056
O -1.4798 3.0571 -1.7126 0.013 0.003 -0.005
C -1.8302 4.3300 -2.3692 -0.008 0.001 0.006
C -2.7429 5.1557 -1.4908 0.001 -0.002 -0.005
C -0.5678 5.0466 -2.7900 0.003 -0.010 0.002
O -0.0743 3.9218 0.2034 0.003 -0.010 0.022
C 1.2625 3.7538 0.8498 -0.011 -0.004 -0.004
C 2.3127 3.8297 -0.2295 -0.010 0.000 -0.002
C 1.3601 4.8331 1.8963 -0.003 0.002 -0.007
O -4.1418 1.6219 -0.8241 -0.010 -0.003 0.023
C -4.9112 0.6391 -1.6271 0.014 -0.009 -0.029
C -4.1401 0.4049 -2.9044 -0.005 0.002 0.015
C -6.2879 1.2235 -1.8213 -0.001 0.006 0.003
H -3.4168 -0.2506 4.5769 0.000 -0.001 0.000
H -4.0130 1.3521 4.1224 0.000 -0.001 0.001
H -2.4667 0.7365 3.4808 -0.005 0.005 -0.004
H -3.6516 -0.9712 2.1685 0.001 0.002 -0.003
H -6.2107 0.2272 3.3404 0.000 -0.001 0.001
H -5.5779 -1.3839 3.7080 0.000 0.000 0.001
H -6.1336 -1.0107 2.0726 -0.001 -0.001 0.000
H -1.9714 2.4948 1.8381 0.004 0.000 -0.001
H -2.9897 3.5187 0.8002 -0.001 -0.003 0.002
H -2.3727 3.9830 -3.2469 -0.003 0.000 0.000
H -2.2243 5.4928 -0.5903 0.002 0.004 -0.001
H -3.6382 4.5962 -1.2178 -0.002 0.002 -0.004
H -3.0566 6.0428 -2.0408 -0.002 0.002 0.004
H -0.0272 5.4289 -1.9250 0.002 0.001 0.001
H -0.8340 5.8883 -3.4298 0.000 0.003 0.002
H 0.0827 4.3804 -3.3550 -0.001 0.002 -0.001
H 1.2568 2.7671 1.3083 0.024 0.005 -0.004
H 2.2919 4.8017 -0.7240 0.001 0.000 -0.001
H 2.1680 3.0434 -0.9711 0.001 0.001 0.000
H 3.2963 3.6922 0.2204 0.001 0.001 0.001
H 1.3000 5.8215 1.4395 0.002 0.001 0.002
H 2.3187 4.7471 2.4081 0.001 -0.001 0.001
H 0.5686 4.7340 2.6385 0.001 0.001 0.000
H -4.9686 -0.2842 -1.0446 -0.004 0.008 0.012
H -4.0432 1.3385 -3.4602 0.001 0.001 -0.001
H -4.6767 -0.3113 -3.5274 -0.002 0.001 0.002
H -3.1468 0.0066 -2.6985 0.003 0.002 -0.010
H -6.2252 2.1655 -2.3671 0.000 -0.001 -0.002
H -6.7762 1.4012 -0.8640 -0.001 -0.001 -0.001
H -6.8993 0.5309 -2.3996 -0.001 0.001 -0.002
O -0.8227 -0.8585 -1.8555 0.019 -0.005 -0.016
C -0.2377 -1.7705 -1.2065 0.027 -0.008 -0.024
C 0.2156 -3.1332 -1.6249 0.014 0.005 0.002
C 0.7743 -3.6843 -0.3075 0.025 0.012 -0.007
C 0.5516 -2.5702 0.7178 -0.009 0.012 0.002
O 0.8188 -2.6300 1.8909 0.001 -0.017 -0.015
N -0.0161 -1.4787 0.0721 -0.064 -0.016 -0.015
H 0.9534 -3.0498 -2.4226 0.001 0.003 0.000
H -0.6296 -3.6956 -2.0211 0.002 -0.002 0.001
H 1.8400 -3.9050 -0.3505 0.000 -0.006 -0.003
H 0.2705 -4.5862 0.0357 -0.004 0.003 0.004
```
Positions in Å, forces in eV/Å.


Molecular formula: C3H3NO2
Method: DFT, the ωB97M-V functional and the def2-TZVPD basis

## Properties
Energy above the lowest of the compared OMol25 structures with the same formula, charge and spin, kJ/mol: 174.1
Total charge: 0
Multiplicity: 1
HOMO level, eV: -8.55
Energy, a.u.: -321.31134

XYZ file:
```
9
Properties=species:S:1:pos:R:3:forces:R:3
O -1.5841 1.8357 -0.7802 -0.479 0.101 0.381
C -0.8770 0.9735 -0.4223 0.385 -0.876 2.516
N 0.1776 0.3422 -0.8816 2.091 -1.510 -1.189
C 0.6773 -0.7414 -0.0977 -0.046 0.659 1.395
C 0.0358 -0.6721 1.0785 -0.334 0.792 -2.846
O -0.9517 0.1901 1.1359 -0.836 2.216 -2.598
H 0.7936 0.6508 -1.6409 -1.182 0.219 0.279
H 1.5561 -1.3378 -0.2898 -0.170 0.331 -0.533
H 0.1724 -1.2409 1.8980 0.570 -1.934 2.595
```
Positions in Å, forces in eV/Å.


Question: energy of number 1 (C19H24N2O5)?
Answer: -1224.19108 a.u.